# 1
146
Properties=species:S:1:pos:R:3:mulliken_charge:R:1 method="wB97M-V/def2-TZVPD" homo_energy_ev=-11.51 total_charge=+1 e_above_lowest_kcal_mol=0.0
C 14.5646 13.2897 5.5116 -1.261
C 16.0181 12.7948 5.4524 -0.377
C 16.2695 11.4439 6.1580 -0.483
N 17.7025 10.7546 5.8867 1.148
C 17.7922 9.4774 6.8127 -1.395
C 19.1348 8.8014 6.5665 0.498
C 19.3347 8.3323 5.1127 -0.511
C 19.3151 9.5492 4.1729 1.700
C 17.9912 10.4517 4.3596 -1.559
C 18.7591 11.8458 6.2640 -0.827
H 14.2571 13.4843 6.5390 0.330
H 13.9028 12.4740 5.2206 0.013
H 14.2574 14.1548 4.9239 0.476
H 16.4906 13.5773 6.0460 0.083
H 16.5006 12.8275 4.4756 0.332
H 15.5118 10.6886 5.9493 0.642
H 16.2026 11.6673 7.2228 0.269
H 16.9134 8.8707 6.5943 0.236
H 17.6250 9.7443 7.8562 0.664
H 19.2644 8.0255 7.3210 -0.378
H 20.0121 9.3943 6.8252 0.109
H 18.5642 7.6101 4.8427 0.575
H 20.2255 7.7050 5.0796 -0.336
H 19.3229 9.2210 3.1335 -0.677
H 20.2439 10.0892 4.3573 -0.155
H 17.0695 9.9530 4.0598 0.295
H 17.9785 11.3256 3.7084 0.411
H 18.3736 12.2297 7.2086 -0.109
H 18.7678 12.6316 5.5086 0.242
H 19.7338 11.3656 6.3494 0.596
O 16.8460 13.0373 9.2773 -0.571
C 17.7039 13.2022 10.1789 0.847
O 18.5753 14.1586 10.1950 -0.320
C 18.6771 15.1004 9.1143 0.500
C 19.7182 16.1021 9.4222 -1.462
C 17.8207 12.3147 11.3523 -1.185
H 17.7616 15.6392 8.8699 0.298
H 18.9973 14.5157 8.2519 -0.216
H 20.7150 15.6654 9.4833 0.348
H 19.5048 16.5256 10.4036 0.391
H 19.7024 16.8770 8.6557 0.381
H 17.6476 12.9270 12.2374 0.355
H 18.8842 12.0766 11.3317 0.353
H 17.1613 11.4550 11.2336 0.296
O 21.9169 6.3400 6.8943 -0.485
C 22.3301 6.2814 5.7657 0.720
O 23.2971 6.9758 5.1602 -0.330
C 23.8243 8.2614 5.4938 -0.641
C 22.8767 9.4734 5.3450 -0.081
C 21.8614 5.1244 4.8744 -0.951
H 24.7445 8.3592 4.9178 0.354
H 24.2363 8.1213 6.4931 0.333
H 21.9115 9.0326 5.5947 -0.215
H 23.0397 9.8354 4.3299 -0.007
H 23.2736 10.1878 6.0662 0.371
H 21.8394 4.1066 5.2640 0.383
H 22.4714 4.8682 4.0082 0.342
H 20.8063 5.2883 4.6549 0.127
O 20.5698 9.0639 9.7348 -0.544
C 20.6521 7.8874 9.9801 0.882
O 19.6225 7.0211 10.1364 -0.361
C 18.4251 7.4212 9.7269 -0.461
C 17.6886 6.2525 9.0285 -0.784
C 22.0988 7.2689 10.2615 -1.078
H 18.3152 8.3946 9.2490 0.425
H 17.8392 7.4447 10.6457 0.497
H 18.3970 6.0908 8.2160 -0.001
H 16.6776 6.6127 8.8378 0.322
H 17.7018 5.4816 9.7990 0.471
H 22.4675 6.5951 9.4881 0.204
H 21.9551 6.8111 11.2402 0.347
H 22.8772 8.0297 10.3207 0.311
O 15.2608 10.5888 1.9335 -0.590
C 15.6895 9.7259 1.1470 0.864
O 16.8022 9.6921 0.4244 -0.378
C 17.8912 10.5767 0.4468 1.255
C 17.5634 11.7501 -0.3536 -1.146
C 14.7869 8.5497 0.8338 -1.028
H 18.7759 9.9987 0.1796 -0.147
H 17.9575 10.8266 1.5057 -0.568
H 17.6055 11.4150 -1.3900 0.390
H 18.4149 12.3782 -0.0916 0.176
H 16.5841 12.1978 -0.1849 0.330
H 14.1594 8.2726 1.6808 0.220
H 15.3181 7.6835 0.4393 0.366
H 14.0418 8.7804 0.0724 0.307
O 21.2929 10.6827 2.1332 -0.115
C 22.0552 10.3332 1.2375 0.745
O 21.9985 9.2532 0.4249 -0.376
C 20.9461 8.4057 0.4853 0.758
C 21.4395 6.9483 0.6007 -1.471
C 23.3118 11.2071 0.9256 -1.313
H 20.4018 8.4179 -0.4590 0.311
H 20.2933 8.5926 1.3380 -0.428
H 21.9191 6.9026 1.5785 0.276
H 22.2564 6.8019 -0.1059 0.365
H 20.6521 6.1949 0.5813 0.381
H 23.1410 11.7398 -0.0100 0.353
H 24.2263 10.6139 0.9278 0.375
H 23.2142 12.0218 1.6431 0.342
O 20.7217 13.3788 4.2857 -0.303
C 21.3397 14.3794 3.9338 0.532
O 21.7639 14.6416 2.6617 -0.301
C 21.0316 13.9299 1.6972 0.783
C 21.3785 14.5656 0.2482 -1.517
C 21.9230 15.3382 4.9792 -0.973
H 19.9615 14.0526 1.8642 0.396
H 21.2305 12.8582 1.7071 -0.577
H 22.4476 14.5772 0.0362 0.364
H 20.9662 15.5713 0.1664 0.393
H 21.0278 13.8634 -0.5082 0.383
H 21.1033 15.3236 5.6975 0.170
H 22.1045 16.3332 4.5729 0.353
H 22.8389 15.0188 5.4764 0.280
C 10.4368 11.0288 8.3905 -1.208
C 11.6125 11.8970 8.6380 0.136
C 12.6297 11.3406 9.7201 -0.600
C 13.7696 10.5197 9.2172 0.238
N 14.6393 9.9493 8.8137 -0.392
H 10.0984 10.4848 9.2723 0.343
H 10.7185 10.2202 7.7160 0.243
H 9.6368 11.6179 7.9422 0.351
H 11.1996 12.8939 8.7925 0.388
H 12.1118 12.0185 7.6767 -0.150
H 12.1793 10.7349 10.5065 0.423
H 13.1279 12.1789 10.2071 0.285
C 11.7855 10.6622 2.5142 -0.324
C 11.3239 10.7764 3.8940 -0.522
O 12.2954 10.2880 4.7634 -0.219
C 12.8676 9.3282 4.0571 0.689
O 13.6389 8.5220 4.4000 -0.550
O 12.5468 9.5394 2.7498 -0.305
H 12.4912 11.4583 2.2767 0.211
H 10.9424 10.5812 1.8282 0.314
H 10.3952 10.2208 4.0235 0.353
H 11.3182 11.8530 4.0645 0.353
C 17.3582 2.4306 4.4957 -0.367
C 16.2717 2.6040 5.5624 -0.326
O 16.6176 3.8911 6.2064 -0.336
C 17.8459 4.2690 5.7802 0.402
O 18.4899 5.2570 6.0956 -0.170
O 18.2410 3.4405 4.8009 -0.327
H 16.9093 2.7302 3.5487 0.251
H 17.7822 1.4274 4.4518 0.308
H 16.4560 1.7149 6.1653 0.249
H 15.2403 2.6650 5.2152 0.300

---

# 2
10
Properties=species:S:1:pos:R:3:mulliken_spin:R:1 method="wB97M-V/def2-TZVPD" s2=0.75 homo_energy_ev="-6.64 / -8.26" e_above_lowest_kcal_mol=0.0 spin_multiplicity=2
H -1.9911 -0.5761 0.8084 -0.003
C -1.0437 -1.2113 0.4865 -0.007
C -0.2491 -0.0456 0.9350 0.001
O 0.4668 0.3851 -0.0714 -0.118
C 1.2470 1.7472 -0.0857 -0.033
O 1.3003 2.3084 0.9816 -0.001
O 1.5984 1.9357 -1.2372 0.020
La 0.5088 -0.9201 -2.2841 1.193
O -0.9266 -1.6344 -0.8057 -0.039
H -0.9109 -1.9890 1.2725 -0.014

---

# 3
11
Properties=species:S:1:pos:R:3:nbo_charge:R:1 method="wB97M-V/def2-TZVPD" homo_energy_ev=-13.23 e_above_lowest_kcal_mol=3.8
Sn 0.9562 0.3206 -0.9886 1.795
B -1.9383 1.4226 -1.2891 1.329
F -1.6852 0.4786 -0.2407 -0.566
F -3.1821 1.9559 -1.2015 -0.516
F -0.9053 2.4051 -1.1121 -0.579
F -1.6504 0.7242 -2.4760 -0.562
B 1.6983 -1.4818 1.5056 1.326
F 2.4671 -0.3377 1.7397 -0.558
F 2.0657 -2.0311 0.2264 -0.580
F 1.8289 -2.3841 2.5193 -0.524
F 0.3450 -1.0723 1.3170 -0.564

---

# 4
63
Properties=species:S:1:pos:R:3:nbo_charge:R:1 method="wB97M-V/def2-TZVPD" homo_energy_ev=-8.06 e_above_lowest_kcal_mol=15.6
Al 13.1854 9.1485 10.3199 1.838
C 15.0746 10.1550 13.9787 -0.665
C 14.1572 10.0211 12.8102 0.311
N 14.1452 8.9945 12.0247 -0.290
O 15.0832 8.0288 12.1848 -0.548
C 13.2264 11.0802 12.3811 0.082
C 12.7716 12.2959 13.2911 -0.637
N 12.7401 10.9497 11.2016 -0.147
O 11.9717 11.9322 10.7541 -0.584
H 15.9684 10.6257 13.5204 0.235
H 15.2813 9.2427 14.4402 0.249
H 14.5939 10.8060 14.7142 0.234
H 14.6176 7.2155 11.9331 0.510
H 13.0085 13.1365 12.6827 0.239
H 13.2548 12.2225 14.2196 0.196
H 11.6927 12.2548 13.4806 0.235
C 16.8173 11.3901 9.3812 -0.247
C 15.9130 10.5021 10.0352 0.125
N 14.6983 10.3138 9.5944 -0.526
C 14.2463 10.9799 8.4885 0.242
C 15.0396 11.8372 7.8176 -0.074
C 16.4158 12.0538 8.2504 -0.088
C 14.4478 12.5592 6.6844 -0.164
C 13.1907 12.3387 6.2420 -0.177
C 12.3957 11.3560 6.8620 -0.052
C 11.0177 11.0006 6.4933 -0.100
C 10.4926 9.9334 7.1758 -0.230
C 11.1185 9.2974 8.2313 0.122
N 12.2259 9.7682 8.6947 -0.522
C 12.9453 10.7017 7.9726 0.184
H 17.7887 11.6160 9.7531 0.229
H 16.3054 9.9762 10.9308 0.225
H 17.0488 12.7291 7.8107 0.218
H 15.0898 13.3115 6.2246 0.220
H 12.7908 12.8179 5.3514 0.226
H 10.6066 11.3841 5.6153 0.225
H 9.4779 9.6123 6.9251 0.236
H 10.5676 8.4737 8.7500 0.231
Cl 13.0645 4.9162 8.2699 -0.018
C 14.7135 5.6813 8.5015 -0.189
Cl 15.3147 5.1089 10.0612 0.031
Cl 15.7150 5.1494 7.1673 0.061
C 14.4778 7.2478 8.5305 0.771
O 14.8705 7.9589 7.6234 -0.611
O 13.8359 7.5293 9.5982 -0.830
O 12.2556 7.1644 12.7363 -0.669
C 11.4720 7.6071 11.8565 0.804
O 11.6860 8.4518 10.9618 -0.832
C 10.0047 7.1342 11.9217 -0.050
C 9.0753 7.6021 10.9928 -0.167
C 7.8011 7.0958 11.0231 0.023
C 7.4118 6.1157 11.9301 -0.176
C 8.3613 5.7928 12.8664 0.037
C 9.6831 6.2246 12.8996 -0.144
N 7.9086 4.8029 13.8705 0.526
O 7.0934 3.9604 13.6167 -0.345
O 8.4711 4.9770 14.9555 -0.383
N 6.8056 7.5649 10.0407 0.533
O 5.6377 7.2621 10.1463 -0.361
O 7.2271 8.1880 9.0945 -0.383
H 9.3298 8.3271 10.2661 0.248
H 6.3695 5.7932 11.9474 0.281
H 10.4292 5.9268 13.5843 0.280